Record 1
108
Properties=species:S:1:pos:R:3 method="wB97M-V/def2-TZVPD" lumo_energy_ev=2.248 e_above_lowest_kj_mol=48.7 gap_ev=5.81 total_charge=-1 e_tot_ha=-3195.87257 fmax_ev_per_a=0.89 homo_ev=-3.56
K 0.898 -0.513 0.092
C 1.101 2.423 4.458
C 1.698 2.423 3.078
C 1.111 3.127 2.032
C 1.693 3.157 0.771
C 2.884 2.482 0.550
C 3.464 1.748 1.575
C 2.871 1.712 2.827
H 1.800 2.838 5.187
H 0.863 1.407 4.779
H 0.184 3.009 4.494
H 0.179 3.655 2.200
H 1.215 3.696 -0.036
H 3.344 2.510 -0.427
H 4.378 1.194 1.396
H 3.325 1.132 3.623
C -3.862 -0.440 3.545
C -2.399 -0.282 3.136
C -2.047 1.208 3.151
P -1.800 -0.926 1.492
C -1.988 -2.782 1.491
C -3.109 -3.481 2.256
C -1.938 -3.249 0.035
C -3.042 -0.248 0.340
C -4.387 -0.612 0.407
C -5.385 -0.024 -0.355
C -6.813 -0.488 -0.285
C -4.986 1.015 -1.197
C -3.671 1.403 -1.306
C -2.622 0.753 -0.595
N -1.310 0.976 -0.824
C -0.855 2.119 -1.417
C -1.330 3.407 -1.085
C -0.757 4.551 -1.602
C 0.325 4.492 -2.479
C 0.994 5.738 -2.992
C 0.769 3.227 -2.852
C 0.206 2.050 -2.369
P 0.694 0.351 -2.876
C 2.368 0.438 -3.707
C 3.421 0.981 -2.749
C 2.503 1.055 -5.099
C -0.404 0.073 -4.351
C -0.111 -1.299 -4.960
C -1.878 0.171 -3.977
H -4.018 0.018 4.528
H -4.190 -1.476 3.606
H -4.510 0.080 2.839
H -1.764 -0.796 3.871
H -2.680 1.744 2.439
H -1.012 1.387 2.864
H -2.220 1.632 4.144
H -1.043 -3.100 1.952
H -4.101 -3.199 1.901
H -3.063 -3.277 3.327
H -3.015 -4.563 2.125
H -2.843 -2.954 -0.500
H -1.851 -4.338 -0.002
H -1.071 -2.845 -0.494
H -4.676 -1.387 1.107
H -6.999 -1.040 0.638
H -7.075 -1.150 -1.116
H -7.511 0.353 -0.312
H -5.733 1.532 -1.795
H -3.418 2.203 -1.989
H -2.150 3.483 -0.380
H -1.145 5.521 -1.301
H 0.326 6.597 -2.924
H 1.291 5.632 -4.038
H 1.897 5.982 -2.423
H 1.584 3.167 -3.564
H 2.583 -0.634 -3.811
H 3.294 2.050 -2.578
H 4.424 0.822 -3.156
H 3.377 0.476 -1.781
H 2.281 2.122 -5.115
H 1.844 0.575 -5.822
H 3.528 0.932 -5.462
H -0.189 0.855 -5.088
H -0.482 -2.087 -4.301
H 0.953 -1.485 -5.117
H -0.617 -1.403 -5.924
H -2.135 -0.532 -3.183
H -2.499 -0.057 -4.849
H -2.139 1.167 -3.626
C 3.250 -1.617 5.943
C 2.093 -1.189 5.304
C 1.928 -1.418 3.946
C 2.908 -2.102 3.238
C 4.067 -2.534 3.870
C 4.235 -2.282 5.223
N 2.654 -2.294 1.835
N 3.145 -3.346 1.398
C 2.892 -3.628 -0.009
C 3.742 -4.630 -0.482
C 3.658 -5.005 -1.812
C 2.696 -4.380 -2.605
C 1.847 -3.421 -2.064
C 1.888 -2.968 -0.726
H 3.387 -1.429 7.000
H 1.321 -0.673 5.862
H 1.041 -1.077 3.421
H 4.814 -3.062 3.294
H 5.141 -2.608 5.720
H 4.447 -5.101 0.194
H 4.313 -5.765 -2.220
H 2.607 -4.656 -3.652
H 1.102 -3.000 -2.741

***

Record 2
111
Properties=species:S:1:pos:R:3 method="wB97M-V/def2-TZVPD" lumo_energy_ev="2.562 / 2.563" s_squared=0.81 gap_ev="5.51 / 6.06" total_charge=-1 e_tot_ha=-3794.90021 multiplicity=2 fmax_ev_per_a=1.94 homo_ev="-2.95 / -3.50"
Ru 0.265 -0.123 -0.704
S -1.550 1.607 -1.573
P -1.143 2.308 0.259
C -0.162 1.215 1.075
P -0.796 0.057 2.147
S -1.035 -1.790 1.406
C -2.366 0.503 3.009
C -3.488 -0.309 2.922
C -4.647 0.008 3.623
C -4.695 1.147 4.409
C -3.577 1.970 4.498
C -2.421 1.645 3.809
C 0.247 0.014 3.670
C 1.198 0.999 3.897
C 1.913 1.030 5.087
C 1.691 0.064 6.059
C 0.749 -0.934 5.832
C 0.029 -0.954 4.646
C -2.712 2.959 0.966
C -2.757 4.181 1.634
C -3.961 4.689 2.104
C -5.132 3.971 1.922
C -5.096 2.746 1.268
C -3.896 2.247 0.788
C -0.214 3.881 0.082
C -0.630 4.845 -0.835
C 0.080 6.023 -0.990
C 1.226 6.248 -0.234
C 1.647 5.293 0.678
C 0.927 4.113 0.835
H -3.435 -1.202 2.311
H -5.515 -0.637 3.547
H -5.599 1.400 4.950
H -3.608 2.865 5.107
H -1.549 2.285 3.887
H 1.367 1.733 3.119
H 2.652 1.806 5.253
H 2.254 0.081 6.984
H 0.575 -1.695 6.584
H -0.711 -1.727 4.470
H -1.846 4.746 1.783
H -3.980 5.645 2.612
H -6.073 4.363 2.290
H -6.007 2.176 1.131
H -3.869 1.305 0.254
H -1.512 4.656 -1.438
H -0.248 6.761 -1.712
H 1.794 7.160 -0.369
H 2.544 5.458 1.262
H 1.252 3.343 1.524
C 0.145 -4.324 -3.217
C 0.452 -3.096 -2.362
P -0.846 -1.815 -2.099
C -2.222 -2.818 -1.428
C -3.474 -2.022 -1.063
C -1.345 -1.591 -3.862
C -2.423 -0.565 -4.211
H 1.005 -4.997 -3.227
H -0.066 -4.057 -4.253
H -0.706 -4.892 -2.835
H 1.301 -2.542 -2.768
H 0.749 -3.399 -1.355
H -1.828 -3.313 -0.540
H -2.447 -3.584 -2.174
H -3.223 -1.234 -0.353
H -4.218 -2.673 -0.597
H -3.934 -1.562 -1.937
H -1.655 -2.576 -4.220
H -0.416 -1.340 -4.378
H -3.406 -0.878 -3.857
H -2.487 -0.445 -5.295
H -2.217 0.408 -3.779
C 1.519 2.826 -2.811
C 1.784 1.907 -3.998
C 0.560 1.248 -4.595
C 2.854 0.889 -3.705
C 3.890 0.891 -4.633
C 4.988 0.060 -4.553
C 5.053 -0.778 -3.459
C 4.062 -0.827 -2.487
C 4.403 -1.719 -1.312
C 4.709 -0.865 -0.083
C 3.406 -2.837 -1.035
C 2.868 -0.019 -2.582
N 1.940 -0.140 -1.562
H 0.841 3.633 -3.094
H 2.458 3.268 -2.467
H 1.072 2.291 -1.976
H 2.189 2.540 -4.795
H 0.106 0.581 -3.877
H 0.851 0.671 -5.477
H -0.184 1.992 -4.891
H 3.818 1.590 -5.461
H 5.772 0.082 -5.299
H 5.919 -1.420 -3.330
H 5.339 -2.214 -1.589
H 3.854 -0.229 0.150
H 5.557 -0.206 -0.279
H 4.948 -1.488 0.780
H 2.447 -2.431 -0.719
H 3.793 -3.502 -0.258
H 3.246 -3.434 -1.935
C 3.469 -1.644 3.486
C 2.527 -2.060 2.369
O 1.929 -0.951 1.720
H 3.937 -2.525 3.934
H 2.925 -1.106 4.264
H 4.262 -0.994 3.115
H 1.686 -2.615 2.792
H 3.022 -2.711 1.653
H 2.608 -0.398 1.315

***

Record 3
121
Properties=species:S:1:pos:R:3 method="wB97M-V/def2-TZVPD" lumo_energy_ev=-2.524 e_above_lowest_kj_mol=0.0 gap_ev=6.68 total_charge=+1 e_tot_ha=-11183.31956 fmax_ev_per_a=0.52 homo_ev=-9.20
Bi 0.262 0.335 -0.252
N -2.090 -3.136 3.419
C -1.596 -4.367 2.925
C -2.170 -5.554 3.345
C -1.689 -6.769 2.873
C -0.639 -6.798 1.973
C -0.071 -5.606 1.538
C -0.547 -4.397 2.015
S 0.206 -2.889 1.477
N -0.841 -1.694 2.025
C -1.772 -1.918 2.865
C -2.623 -0.760 3.291
C -3.367 -0.784 4.467
C -4.165 0.311 4.767
C -4.194 1.379 3.888
C -3.400 1.315 2.748
N -2.629 0.277 2.457
H -2.972 -3.198 3.901
H -2.994 -5.530 4.048
H -2.142 -7.689 3.214
H -0.257 -7.739 1.605
H 0.749 -5.615 0.831
H -3.320 -1.619 5.153
H -4.759 0.320 5.671
H -4.816 2.243 4.076
H -3.369 2.131 2.036
C -4.863 -0.331 -0.483
As -3.068 -1.048 -0.807
C -3.387 -2.794 0.021
C -3.364 -1.579 -2.691
C -2.079 -1.906 -3.482
C -1.117 -2.721 -2.618
C -1.453 -0.603 -3.995
As -1.038 0.877 -2.772
C -2.610 2.008 -2.846
C 0.127 1.859 -3.986
C -2.496 -2.740 -4.709
As -1.259 -3.574 -6.037
C -0.672 -5.135 -5.001
C 0.447 -2.598 -5.945
H -5.610 -1.003 -0.907
H -4.972 0.654 -0.934
H -5.029 -0.241 0.589
H -4.180 -3.317 -0.514
H -3.703 -2.643 1.052
H -2.483 -3.400 0.013
H -3.910 -0.768 -3.182
H -4.034 -2.443 -2.673
H -0.854 -2.210 -1.687
H -0.183 -2.925 -3.135
H -1.574 -3.677 -2.351
H -2.116 -0.157 -4.744
H -0.498 -0.804 -4.475
H -2.876 2.173 -3.891
H -2.372 2.949 -2.354
H -3.441 1.544 -2.319
H -0.319 1.858 -4.982
H 1.104 1.378 -4.032
H 0.242 2.884 -3.639
H -3.206 -2.159 -5.305
H -3.052 -3.614 -4.353
H -1.544 -5.679 -4.637
H -0.029 -4.877 -4.161
H -0.121 -5.794 -5.671
H 0.364 -1.621 -6.418
H 1.148 -3.193 -6.532
H 0.850 -2.495 -4.939
S 1.725 -0.738 -2.206
C 2.425 -2.015 -1.226
C 2.413 -3.318 -1.826
N 2.343 -4.344 -2.340
C 2.869 -1.840 0.038
S 2.767 -0.329 0.907
C 3.375 -2.966 0.773
N 3.774 -3.850 1.391
C 0.344 3.230 4.896
C -0.310 2.589 3.647
N 0.647 1.735 2.967
C 1.838 2.511 2.645
C 2.585 2.901 3.938
N 1.677 2.563 5.087
C 1.489 1.074 5.187
C 0.973 0.591 3.812
H -0.229 3.077 5.809
H 0.540 4.295 4.775
H -0.650 3.357 2.952
H -1.174 1.988 3.930
H 1.522 3.390 2.085
H 2.502 1.939 2.004
H 2.807 3.965 4.006
H 3.505 2.335 4.079
H 2.097 2.901 5.951
H 0.782 0.906 5.999
H 2.451 0.641 5.457
H 0.081 -0.022 3.935
H 1.724 -0.015 3.310
Cl -0.999 2.700 0.257
O 1.634 2.212 -0.756
S 2.949 2.375 -1.503
C 2.708 3.920 -2.356
C 3.665 4.316 -3.278
C 3.478 5.504 -3.967
C 2.340 6.267 -3.738
C 1.385 5.846 -2.822
C 1.559 4.660 -2.122
C 4.118 2.889 -0.260
C 3.974 4.096 0.416
C 4.864 4.405 1.431
C 5.884 3.515 1.759
C 6.017 2.315 1.077
C 5.128 1.995 0.060
H 4.547 3.712 -3.454
H 4.215 5.828 -4.688
H 2.194 7.189 -4.284
H 0.496 6.439 -2.653
H 0.816 4.297 -1.420
H 3.188 4.786 0.139
H 4.784 5.353 1.947
H 6.585 3.768 2.543
H 6.810 1.627 1.334
H 5.204 1.054 -0.467

***

Record 4
119
Properties=species:S:1:pos:R:3 method="wB97M-V/def2-TZVPD" lumo_energy_ev=2.085 e_above_lowest_kj_mol=248.6 gap_ev=5.66 total_charge=-1 e_tot_ha=-4149.33268 fmax_ev_per_a=6.32 homo_ev=-3.58
In 1.981 -0.155 -1.904
C 3.735 0.045 1.257
Si 1.932 -0.274 0.912
C 1.430 -1.951 1.739
C 2.501 -2.653 2.361
C 2.284 -3.765 3.160
C 0.970 -4.221 3.368
C -0.103 -3.572 2.748
C 0.097 -2.431 1.962
P -1.401 -1.667 1.234
C -2.866 -1.949 2.481
C -4.147 -1.060 2.050
C -4.721 -0.207 3.202
C -4.904 -0.975 4.516
C -3.660 -1.832 4.898
C -2.498 -1.653 3.928
C -1.776 -2.863 -0.172
C -0.915 -4.147 -0.179
C -1.202 -5.055 -1.388
C -2.702 -5.402 -1.455
C -3.498 -4.112 -1.604
C -3.258 -3.199 -0.409
C 1.145 0.984 2.103
C 0.927 0.779 3.479
C 0.411 1.752 4.303
C 0.074 2.987 3.835
C 0.226 3.244 2.476
C 0.754 2.259 1.596
P 1.030 2.352 -0.179
C 2.426 3.616 -0.370
C 2.413 4.355 -1.768
C 3.545 5.392 -1.821
C 3.493 6.420 -0.730
C 3.628 5.702 0.624
C 2.606 4.611 0.856
C -0.714 3.021 -0.655
C -0.816 4.579 -0.832
C -2.218 5.102 -0.501
C -3.286 4.152 -1.092
C -3.251 2.701 -0.573
C -1.914 2.432 0.177
H 3.964 -0.018 2.352
H 3.947 1.062 0.869
H 4.395 -0.600 0.690
H 3.541 -2.273 2.186
H 3.202 -4.235 3.641
H 0.778 -5.099 3.953
H -1.121 -3.919 2.908
H -3.151 -3.005 2.406
H -4.934 -1.758 1.708
H -3.941 -0.497 1.140
H -5.723 0.177 2.956
H -4.055 0.677 3.369
H -5.810 -1.536 4.320
H -5.203 -0.246 5.307
H -3.901 -2.897 4.959
H -3.275 -1.519 5.869
H -1.636 -2.277 4.294
H -2.051 -0.657 4.012
H -1.426 -2.341 -1.077
H -1.114 -4.737 0.763
H 0.151 -3.992 -0.112
H -0.590 -5.933 -1.348
H -0.938 -4.531 -2.320
H -2.975 -5.869 -0.503
H -2.862 -6.142 -2.209
H -4.590 -4.302 -1.712
H -3.164 -3.649 -2.549
H -3.696 -3.661 0.501
H -3.868 -2.262 -0.523
H 1.104 -0.225 3.867
H 0.122 1.445 5.303
H -0.336 3.771 4.470
H -0.087 4.174 2.013
H 3.307 2.954 -0.407
H 1.426 4.766 -1.936
H 2.583 3.637 -2.562
H 3.544 5.936 -2.794
H 4.510 4.867 -1.785
H 2.539 6.983 -0.780
H 4.330 7.127 -0.792
H 3.594 6.444 1.456
H 4.613 5.244 0.751
H 1.681 5.082 1.178
H 2.860 3.967 1.712
H -0.866 2.564 -1.671
H -0.645 4.818 -1.924
H -0.021 5.166 -0.255
H -2.364 6.079 -0.967
H -2.342 5.226 0.606
H -3.118 4.120 -2.160
H -4.314 4.578 -0.998
H -3.285 1.945 -1.352
H -4.136 2.502 0.055
H -1.824 1.367 0.347
H -2.025 2.871 1.193
F 1.053 -1.787 -1.159
S -2.660 0.052 -5.211
C -1.336 -0.025 -4.400
N -0.331 0.001 -3.684
N 1.077 1.899 -3.998
C 0.712 0.788 -3.478
H 0.819 2.061 -4.965
N 4.273 0.227 -2.621
H 5.109 0.732 -2.233
H 4.040 0.781 -3.465
H 4.636 -0.693 -2.999
F 3.260 -6.633 -5.480
C 3.069 -5.406 -4.907
C 1.955 -4.667 -5.314
F 1.063 -5.245 -6.156
C 1.670 -3.409 -4.803
F 0.389 -2.959 -4.978
C 2.616 -2.649 -4.054
O 2.476 -1.381 -3.779
C 3.736 -3.461 -3.673
F 4.720 -2.838 -2.962
C 3.953 -4.766 -4.033
F 5.142 -5.333 -3.695